10
Properties=species:S:1:pos:R:3:forces:R:3:mulliken_spin:R:1 method="wB97M-V/def2-TZVPD" e_homo_ev="-5.77 / -10.24" spin_multiplicity=3 lumo_ev="1.06 / -1.94" orbital_gap_ev="6.83 / 8.30" s2=2.007
S -2.25978 0.49222 0.10629 2.941 2.534 -0.505 1.659
O -3.65858 -0.42350 0.01636 -1.783 -2.714 1.303 0.309
C 1.59224 -0.45658 -0.07596 -0.602 0.244 1.331 -0.031
C 2.37346 0.60646 -0.02461 0.674 -1.904 -4.380 0.009
H 0.88931 -0.58420 0.74882 0.142 -0.286 -0.102 0.029
H -1.64798 -0.24293 1.05598 -0.794 -0.345 0.020 0.007
H 2.34451 1.29252 0.70947 -0.141 2.165 2.525 0.000
H 1.56267 -1.21523 -0.83161 0.174 -0.002 -0.472 -0.004
H 2.99057 0.84450 -0.92839 -0.235 -0.230 1.096 0.001
H -4.18644 -0.31326 -0.77635 -0.376 0.538 -0.816 0.021

---

11
Properties=species:S:1:pos:R:3:forces:R:3:lowdin_charge:R:1 method="wB97M-V/def2-TZVPD" e_homo_ev=-8.53 smiles="C=CO.SS" lumo_ev=0.44 orbital_gap_ev=8.97
S 2.93427 1.69045 1.58303 -0.176 0.141 0.272 0.222
S 2.69342 -0.10551 0.57188 0.179 -0.196 -0.325 0.232
O -1.25879 0.85448 -0.62773 -0.821 0.162 -0.363 -0.045
C -1.05317 -0.51075 -0.72961 1.460 0.388 1.155 -0.296
C -1.51224 -1.39697 0.14035 -0.728 -0.015 -0.954 0.034
H -1.05626 -2.36846 0.16173 -0.058 -0.337 -0.087 0.054
H 1.49782 0.16636 0.03828 -0.170 -0.076 0.222 -0.244
H 2.29047 2.44230 0.68614 0.165 0.157 -0.127 -0.208
H -0.13881 -0.72555 -1.27528 -0.158 -0.169 -0.389 0.090
H -1.95174 1.20012 -1.20702 0.172 -0.271 0.025 0.099
H -2.44497 -1.24648 0.65824 0.136 0.218 0.571 0.062

---

11
Properties=species:S:1:pos:R:3:forces:R:3:lowdin_charge:R:1 method="wB97M-V/def2-TZVPD" e_homo_ev=-8.98 smiles="C=CO.SS" lumo_ev=0.16 orbital_gap_ev=9.14
S -2.99952 -0.17843 -0.54750 0.038 -0.121 -0.082 0.240
S -2.24368 1.67205 -0.99838 0.092 0.203 0.022 0.259
O 0.87324 0.71164 0.23653 -0.280 -0.387 -0.138 -0.040
C 1.25857 -0.48382 0.78029 0.302 0.187 0.125 -0.289
C 2.53566 -0.80122 0.89846 0.212 -0.001 0.017 0.002
H 0.46987 -1.11224 1.17865 -0.105 -0.050 -0.129 0.108
H -0.01111 0.59679 -0.13898 0.073 0.357 0.127 0.002
H 3.31096 -0.13687 0.53968 -0.055 0.018 -0.065 0.059
H 2.84621 -1.71956 1.36967 -0.115 -0.064 0.078 0.046
H -4.22338 -0.01096 -1.06135 -0.127 -0.015 0.002 -0.207
H -1.81679 1.46263 -2.25705 -0.034 -0.127 0.042 -0.180

---

11
Properties=species:S:1:pos:R:3:forces:R:3:lowdin_charge:R:1 method="wB97M-V/def2-TZVPD" e_homo_ev=-9.01 smiles="CC=O.SS" lumo_ev=0.29 orbital_gap_ev=9.30
S -3.27920 -0.25507 -1.27238 0.062 -0.061 0.826 0.217
S -3.45037 0.19790 0.79517 0.033 -0.649 -0.727 0.201
O 0.61909 -0.71841 -0.71515 -0.165 -0.367 -0.798 0.022
C 2.50958 0.54937 0.07894 -1.529 -0.249 0.202 -0.041
C 1.02314 0.16956 -0.02395 0.481 -0.007 0.419 -0.316
H -2.35857 -1.22127 -1.07796 0.060 0.289 -0.234 -0.211
H 2.88496 -0.43356 0.36188 0.727 0.265 0.218 0.082
H 2.98105 0.88878 -0.83621 -0.164 -0.095 -0.210 0.076
H -3.83696 -1.06037 1.11333 -0.075 0.454 0.140 -0.205
H 2.58891 1.30417 0.85473 0.441 -0.101 0.151 0.065
H 0.31837 0.57888 0.72158 0.130 0.521 0.014 0.110

---

10
Properties=species:S:1:pos:R:3:forces:R:3:lowdin_charge:R:1 method="wB97M-V/def2-TZVPD" e_homo_ev="-8.72 / -8.72" smiles="C=[SiH2].C=O" lumo_ev="-0.30 / -0.30" orbital_gap_ev="8.42 / 8.42"
Si -0.02413 0.15855 -1.28333 -1.128 -1.987 2.451 0.666
O -1.34373 1.58832 2.71433 0.297 0.572 -0.820 -0.022
C 0.38382 -0.69814 0.20486 -0.412 1.160 -0.148 -0.336
C -0.22162 1.68673 2.34216 4.247 -0.160 -0.079 -0.265
H -1.35754 -0.02020 -1.99094 0.901 0.462 0.167 -0.088
H 1.48289 -0.68159 0.35091 -0.718 -0.001 0.109 -0.033
H 1.30679 0.20983 -1.70464 1.216 0.596 -1.936 -0.128
H -0.18867 -0.92960 1.11378 0.147 -0.269 -0.641 -0.034
H 0.38287 2.45866 1.45293 -2.402 -1.780 2.158 0.128
H 0.69341 1.01131 2.88178 -2.148 1.407 -1.261 0.113

---

9
Properties=species:S:1:pos:R:3:forces:R:3:lowdin_charge:R:1 method="wB97M-V/def2-TZVPD" e_homo_ev=-7.77 lumo_ev=-0.51 orbital_gap_ev=7.26
S 0.15011 -0.56922 0.22525 2.348 -2.891 -0.364 0.569
C -0.45451 0.81616 1.06329 -2.043 -3.307 1.115 -0.467
C 0.27671 0.08447 -1.42341 -0.688 -0.682 -0.228 -0.467
H -0.79434 0.23720 -1.75776 1.159 -0.369 -0.386 0.030
H 0.91732 -0.68184 -2.00388 -1.240 1.668 0.578 0.066
H -0.34091 0.46525 2.16096 -1.514 0.582 -1.553 0.037
H 0.68770 1.08515 -1.29162 0.508 -0.152 -0.651 0.020
H -1.87678 0.19581 0.25142 2.296 3.208 2.339 0.217
H 0.38083 1.49185 1.02991 -0.827 1.943 -0.850 -0.003

---

11
Properties=species:S:1:pos:R:3:forces:R:3:lowdin_charge:R:1 method="wB97M-V/def2-TZVPD" e_homo_ev="-9.27 / -6.50" lumo_ev="0.24 / -2.68" orbital_gap_ev="9.51 / 3.81"
S -1.64923 2.58007 0.74162 -0.038 0.250 -0.053 0.705
S -1.08951 -0.34580 1.04383 -0.141 -0.247 -0.094 0.795
S 1.99752 -0.89955 -2.31986 0.272 -0.295 0.162 0.370
C -0.68530 1.19356 0.44746 0.220 -0.149 -0.065 -0.972
C 0.33754 -1.31698 0.54394 -0.139 0.251 0.306 -0.428
H 1.59281 0.02868 -3.17275 -0.201 0.355 -0.308 -0.310
H -2.52961 1.98127 1.54404 -0.184 -0.032 0.135 -0.141
H 0.64520 -1.05147 -0.47431 -0.126 -0.041 0.084 -0.107
H 0.04066 -2.36002 0.57738 -0.006 -0.081 0.000 0.039
H 1.15475 -1.13846 1.23655 0.139 -0.029 -0.090 0.046
H 0.18515 1.32871 -0.16790 0.202 0.019 -0.076 0.003

---

9
Properties=species:S:1:pos:R:3:forces:R:3:lowdin_charge:R:1 method="wB97M-V/def2-TZVPD" e_homo_ev="-7.98 / -7.98" lumo_ev="0.24 / 0.24" orbital_gap_ev="8.22 / 8.22"
Se -1.36286 -0.02964 -0.17650 0.756 0.368 -0.118 0.800
C -0.08283 1.37277 0.01148 0.679 -0.737 4.407 -0.481
C 0.00407 -1.39595 -0.29602 0.247 0.460 -5.137 -0.450
H 1.00285 -0.95059 -0.65972 -1.699 -0.577 0.457 0.050
H -0.36938 -2.11019 -1.14738 0.874 1.099 1.777 0.056
H 0.97747 0.96673 0.05032 -1.508 1.335 -0.823 -0.018
H -0.49600 2.34214 -0.24100 0.860 0.031 -0.200 -0.039
H 0.15334 1.69757 1.89085 -0.489 -0.398 -3.104 0.121
H 0.17335 -1.89284 0.56796 0.280 -1.581 2.741 -0.038

---

14
Properties=species:S:1:pos:R:3:forces:R:3:lowdin_charge:R:1 method="wB97M-V/def2-TZVPD" e_homo_ev="-8.02 / -8.02" lumo_ev="0.20 / 0.20" orbital_gap_ev="8.22 / 8.22"
Cl 3.26000 -0.37936 -0.53951 -0.199 -0.571 -0.045 0.324
P -0.06889 -0.51246 -1.26423 1.229 0.091 2.959 1.023
O -0.59008 0.77137 -0.40837 -0.795 -2.092 -0.338 -0.450
O -1.10124 -1.56706 -0.66418 0.462 -0.819 -2.375 -0.461
N 1.81329 -0.86546 0.28166 -2.781 1.363 -1.166 -0.631
C 0.04905 1.96768 -0.23926 1.580 2.618 -0.239 -0.196
C -1.84269 -1.56819 0.54453 1.076 2.801 0.418 -0.100
H -0.68364 2.78466 -0.50028 1.098 -0.660 -0.240 0.103
H 1.68074 -1.86852 0.29790 0.936 -0.545 -0.406 -0.073
H -2.19975 -0.48792 0.55534 0.163 -1.419 1.065 0.093
H -0.99515 -1.75422 1.26285 -1.828 -0.033 0.276 0.109
H 1.04454 1.98163 -0.77358 -1.210 0.385 -0.009 0.083
H 0.36289 2.20649 0.78772 -0.417 -0.750 0.100 0.088
H -2.72551 -2.20938 0.50141 0.687 -0.370 -0.001 0.089

---

13
Properties=species:S:1:pos:R:3:forces:R:3:lowdin_charge:R:1 method="wB97M-V/def2-TZVPD" e_homo_ev=-9.05 smiles=CO[Si@@](C)(O)Cl lumo_ev=0.44 orbital_gap_ev=9.49
Cl 2.62662 -0.96880 0.48681 1.645 -0.002 0.089 0.442
Si 1.11778 0.25572 0.07329 -2.016 -4.022 -0.083 0.158
O 0.13307 -1.60472 -0.44206 2.238 3.290 0.877 -0.382
O 0.62597 0.89892 1.49206 -0.361 1.206 -2.165 -0.139
C 1.03047 1.40823 -1.33570 1.526 0.621 -1.798 -0.173
C -1.20396 -1.38668 -0.69818 0.457 3.035 0.300 -0.282
H 1.47525 2.43313 -1.22581 -1.138 -0.680 0.564 0.062
H 0.64956 0.39038 2.27251 0.106 -1.030 1.305 0.038
H -1.27095 -0.51958 -1.43228 -0.760 -0.977 0.519 0.074
H 0.04322 1.35561 -1.79728 -0.228 0.572 0.434 0.030
H -1.72151 -2.22121 -1.02782 -0.709 -1.855 -1.190 0.044
H -1.70647 -1.12310 0.23165 -0.471 0.467 0.153 0.065
H 1.66033 1.11132 -2.21858 -0.289 -0.625 0.994 0.063

---

11
Properties=species:S:1:pos:R:3:forces:R:3:lowdin_charge:R:1 method="wB97M-V/def2-TZVPD" e_homo_ev=-8.98 lumo_ev=0.73 orbital_gap_ev=9.71
Cl 1.13460 1.05766 -1.81886 2.976 2.841 -3.967 0.432
S 0.26285 -1.33342 -1.12622 -0.441 -0.898 0.465 0.637
C -0.89106 -0.22638 1.17933 0.029 -0.367 0.109 -0.174
C 0.04371 0.06806 0.01355 -1.760 -0.690 2.132 -0.812
H -1.87553 -0.54096 0.82095 0.112 0.044 0.054 0.067
H -0.36622 0.86960 -0.60907 -0.642 -0.815 1.258 -0.025
H 1.39936 2.25519 -2.21521 0.120 -0.019 -0.183 -0.162
H 0.77947 -2.18711 -0.22824 -0.053 0.048 0.023 -0.130
H 1.01962 0.39937 0.36865 -0.271 -0.149 0.190 0.036
H -1.01490 0.66438 1.80408 0.030 -0.067 -0.087 0.070
H -0.49190 -1.02638 1.81105 -0.100 0.072 0.005 0.062

---

14
Properties=species:S:1:pos:R:3:forces:R:3:lowdin_charge:R:1 method="wB97M-V/def2-TZVPD" e_homo_ev="-13.35 / -13.31" lumo_ev="-6.28 / -6.48" charge=+1 orbital_gap_ev="7.07 / 6.83"
I 2.43337 1.32436 2.30585 -0.365 -0.004 -0.441 0.393
I -0.22932 2.97502 -0.34333 0.180 -1.027 -0.053 0.976
O 0.13540 -0.96191 1.26315 -1.138 -0.820 -0.594 0.022
N 0.13000 1.25390 0.63103 0.539 1.679 1.595 -0.568
N 0.82725 -0.49845 -0.98077 0.183 3.019 0.518 0.263
C -0.12752 -0.05335 0.28186 1.597 -0.742 -0.249 -0.794
C -1.49239 -0.30891 -0.21479 0.751 -0.969 -1.961 -0.003
H -2.11940 -0.20996 0.58906 -1.934 0.202 1.640 0.092
H 0.25094 -1.13248 -1.46366 -0.267 -1.358 -1.065 0.114
H 0.85911 -0.82907 1.87005 0.727 0.855 0.228 0.005
H 1.73552 -0.88034 -0.68872 -0.326 0.266 -0.240 0.166
H 0.87507 0.41279 -1.52114 0.572 -1.547 0.357 0.144
H -1.49646 -1.29951 -0.63255 -0.280 -1.021 0.639 0.106
H -1.78158 0.20792 -1.09605 -0.239 1.469 -0.376 0.084

---

12
Properties=species:S:1:pos:R:3:forces:R:3:lowdin_charge:R:1 method="wB97M-V/def2-TZVPD" e_homo_ev=-9.33 lumo_ev=-0.09 orbital_gap_ev=9.24
I 3.35330 -0.12524 0.00148 0.501 0.267 -0.153 0.721
N 1.38471 0.35501 -0.57696 -1.083 1.147 3.258 -0.530
N 0.90533 1.61474 0.06595 0.461 -0.798 -2.323 -0.058
C -0.78881 -0.70510 -0.40544 -3.548 2.049 3.124 -0.115
C 0.57342 -0.60926 0.20734 -1.727 0.545 -2.680 -0.467
H 0.97958 -1.53690 0.10653 1.466 -2.601 0.165 0.029
H -0.88575 -1.17547 -1.29415 0.502 -0.778 -3.524 0.016
H 1.14732 1.82721 1.03058 0.552 -0.603 -0.104 0.068
H 1.28925 2.27549 -0.57580 0.054 1.103 0.138 0.053
H -1.51860 -1.41309 0.13262 1.254 1.078 0.289 0.099
H 0.40143 -0.33413 1.19105 0.483 0.573 2.143 0.076
H -1.33428 0.33364 -0.38607 1.084 -1.983 -0.334 0.108

---

10
Properties=species:S:1:pos:R:3:forces:R:3:lowdin_charge:R:1 method="wB97M-V/def2-TZVPD" e_homo_ev=-8.80 smiles="C=C.N" lumo_ev=0.67 orbital_gap_ev=9.47
N 2.47805 -0.28396 0.39576 -0.348 -1.498 -0.064 -0.003
C -2.21924 0.41808 -0.81550 1.820 0.006 0.181 -0.074
C -1.12723 0.70483 -0.05994 -1.221 -1.651 1.784 -0.090
H -2.10032 0.50993 -1.88760 -0.170 -1.101 -0.204 0.037
H -1.29574 0.87679 1.01523 -0.329 -0.513 -0.179 0.037
H -0.22647 0.09879 -0.11824 1.148 1.814 -1.518 0.026
H -2.97959 -0.18422 -0.33297 -1.311 1.505 -0.089 0.052
H 2.70533 -0.23298 1.38802 0.196 0.132 -0.101 0.009
H 3.10355 -1.00138 0.01418 0.608 0.649 0.083 0.011
H 1.66167 -0.90587 0.40106 -0.393 0.656 0.107 -0.006

---

10
Properties=species:S:1:pos:R:3:forces:R:3:lowdin_charge:R:1 method="wB97M-V/def2-TZVPD" e_homo_ev=-9.91 smiles="C=C.N" lumo_ev=1.06 orbital_gap_ev=10.96
N -2.37934 -0.99278 1.46595 -0.748 0.346 -0.061 0.006
C 1.12872 0.41821 -1.40603 3.006 -0.484 0.088 -0.080
C 1.80137 0.93769 -0.37862 -2.691 0.484 1.047 -0.091
H 1.20087 1.57169 0.28247 0.508 0.109 0.084 0.042
H 2.74941 0.62475 0.02589 0.361 0.034 -0.616 0.043
H -2.66422 -0.89695 0.49855 0.468 0.060 0.035 -0.001
H 0.11683 0.59491 -1.71241 -0.130 0.231 0.013 0.042
H 1.83866 -0.18937 -1.97502 -1.067 -0.381 -0.605 0.044
H -2.92428 -1.75693 1.83626 0.309 -0.149 0.232 -0.003
H -1.38778 -1.12761 1.57863 -0.017 -0.251 -0.216 -0.003

---

10
Properties=species:S:1:pos:R:3:forces:R:3:lowdin_charge:R:1 method="wB97M-V/def2-TZVPD" e_homo_ev=-8.51 lumo_ev=0.41 orbital_gap_ev=8.92
N -0.28782 -0.63353 0.40702 -0.657 0.843 0.945 -0.047
C 0.91419 1.29696 -1.66669 0.061 -0.134 -0.104 -0.067
C -0.79978 -1.07278 1.51131 -0.801 -0.942 -1.246 -0.163
H 0.06246 0.89049 -2.20713 0.044 0.438 -0.494 0.016
H 1.18175 2.33394 -1.86641 -0.518 0.029 -0.090 0.014
H -1.80126 -1.52667 1.41183 0.133 -0.828 0.833 0.076
H 1.78828 0.71248 -1.92215 0.154 -0.330 0.099 0.013
H 0.63784 1.11615 -0.64221 0.444 0.263 0.331 -0.049
H -0.30089 -1.03706 2.49155 -0.273 0.382 0.309 0.079
H -0.67356 0.24354 1.03759 1.413 0.280 -0.583 0.129

---

10
Properties=species:S:1:pos:R:3:forces:R:3:lowdin_charge:R:1 method="wB97M-V/def2-TZVPD" e_homo_ev=-9.33 smiles=CCN lumo_ev=1.26 orbital_gap_ev=10.59
N 1.32288 -0.35586 -0.17896 0.582 -0.045 0.417 -0.039
C -1.11702 -0.25525 -0.08747 0.446 -0.450 0.021 -0.121
C 0.19009 0.54425 -0.00747 -0.480 0.320 -0.260 -0.368
H -1.99106 0.37058 -0.02216 -0.282 0.416 -0.058 0.056
H 1.31461 -1.03796 0.57845 0.075 0.065 -0.204 0.062
H 2.21726 0.14215 -0.09996 -0.545 -0.209 -0.070 0.067
H -1.16151 -0.82875 -1.02188 0.048 0.177 0.168 0.072
H -1.20820 -0.97688 0.73854 0.218 0.148 -0.145 0.068
H 0.22581 1.27655 -0.83652 -0.094 -0.262 0.381 0.105
H 0.20713 1.12117 0.93742 0.032 -0.158 -0.249 0.098

---

11
Properties=species:S:1:pos:R:3:forces:R:3:lowdin_charge:R:1 method="wB97M-V/def2-TZVPD" e_homo_ev=-15.11 lumo_ev=-8.55 charge=+1 orbital_gap_ev=6.56
N -0.66768 -0.03911 0.79591 -1.425 1.295 -0.329 0.198
N 1.37351 0.27070 -0.46751 -0.967 -0.244 0.264 0.073
C -1.33895 -0.86485 -0.11590 -0.803 0.660 0.900 -0.017
C 0.47637 0.65775 0.59791 3.038 -2.018 -1.184 -0.267
H -0.86283 -1.78143 -0.47994 0.550 0.038 -0.029 0.147
H -2.32154 -1.01176 0.32859 0.101 -0.685 -0.170 0.107
H 1.22094 0.68383 -1.37140 0.276 -0.050 -0.071 0.097
H 2.30101 -0.05574 -0.24649 0.003 0.337 -0.026 0.103
H 0.35716 1.73916 0.39253 -1.081 0.293 0.810 0.215
H -1.50856 -0.25886 -1.02766 0.432 0.072 -0.135 0.157
H 0.97057 0.66032 1.59395 -0.125 0.302 -0.030 0.186

---

11
Properties=species:S:1:pos:R:3:forces:R:3:lowdin_charge:R:1 method="wB97M-V/def2-TZVPD" e_homo_ev="-14.18 / -14.69" lumo_ev="-5.72 / -5.12" charge=+1 orbital_gap_ev="8.46 / 9.57"
N 0.78710 -0.14133 -1.39860 -1.148 -0.306 0.737 0.165
N -1.34218 -0.90204 -0.48865 0.229 -1.333 -1.588 0.163
C 0.44835 0.91490 1.68326 0.919 -4.059 -1.519 0.262
C -0.16038 -0.38680 -0.51561 2.270 3.299 3.343 -0.160
H -0.51715 1.23502 1.81311 -2.071 0.798 0.500 -0.005
H 1.51720 0.52647 -1.25979 0.277 0.161 1.158 0.116
H 0.71745 -0.24225 -2.36769 -0.774 -0.944 -1.963 0.106
H -1.82020 -1.05914 0.39839 0.235 0.106 -0.488 0.139
H 0.80888 -0.01495 2.17428 -0.400 1.002 -0.223 0.054
H -1.60406 -1.47643 -1.30439 -0.508 0.272 0.586 0.152
H 1.16498 1.54654 1.26570 0.973 1.005 -0.544 0.008

---

11
Properties=species:S:1:pos:R:3:forces:R:3:lowdin_charge:R:1 method="wB97M-V/def2-TZVPD" e_homo_ev=-13.73 lumo_ev=-4.97 charge=+1 orbital_gap_ev=8.76
N 0.22469 0.19206 0.31314 -0.664 -0.543 -1.382 0.001
N -0.26206 0.66594 -1.90934 -4.478 -2.292 -0.033 0.167
C -0.44628 -0.06910 -0.78277 -0.157 0.617 -2.590 -0.075
C 0.06675 -0.44419 1.50564 3.371 -3.140 3.324 -0.058
H -1.17472 -0.91749 -0.97003 0.800 1.106 1.307 0.195
H 0.51542 1.19539 -2.06234 2.340 1.996 -0.278 0.081
H 1.59795 -1.08990 2.35245 -2.522 1.030 -2.192 0.228
H 0.11560 0.15841 2.38745 -1.031 0.329 0.142 0.041
H -0.40897 -1.40789 1.42707 -0.521 0.172 0.508 0.068
H 0.83387 0.96301 0.37743 0.700 1.330 -0.568 0.159
H -1.06225 0.75376 -2.63870 2.163 -0.606 1.763 0.193